1.
ORCA calculation (the ωB97M-V functional and the def2-TZVPD basis) on a 2-piece molecular cluster, C4H10N2O overall.

Structure (XYZ):
```
17
Properties=species:S:1:pos:R:3:lowdin_charge:R:1
C 0.7543 -2.1171 -0.5070 -0.40
N 1.1851 -0.8732 -0.2224 -0.03
C 2.2948 -0.2872 -0.9379 -0.08
O 1.3172 -2.8926 -1.2504 0.01
H -0.1264 -2.3928 0.0975 0.13
H 0.5674 -0.2760 0.3144 0.07
H 3.1187 -0.9993 -0.9779 0.08
H 2.6261 0.6065 -0.4216 0.08
H 2.0388 -0.0693 -1.9758 0.08
C -1.6888 1.1237 -0.2832 -0.13
C -1.6648 1.1771 2.0374 -0.06
N -1.0031 0.9562 0.9913 -0.10
H -1.2592 1.9745 -0.8151 0.08
H -2.7657 1.2747 -0.1752 0.07
H -1.5127 0.2448 -0.9043 0.07
H -1.1657 1.0827 3.0004 0.07
H -2.7161 1.4673 2.0298 0.07
```

The calculation puts the HOMO-LUMO gap at 10.24 eV. As for the SMILES: CNC=O.C=NC. As for the total charge: 0. As for the HOMO energy: -9.42 eV. The energy relative to the best compared isomer or geometry (same formula, charge and spin) is 170.79 kJ/mol. As for the LUMO energy: 0.8 eV. For the energy, the calculation gives -343.136411 Eh.

2.
ORCA calculation (the ωB97M-V functional and the def2-TZVPD basis) on a 14-piece molecular cluster, C32H97N5O14 overall at a distorted geometry.

Structure (XYZ):
```
148
Properties=species:S:1:pos:R:3:lowdin_charge:R:1
O -2.3291 4.2362 2.2744 -0.04
H -2.3815 4.8923 2.9694 0.06
H -2.3202 4.7455 1.4639 0.02
O -4.5984 2.2492 2.1332 -0.06
H -3.8155 2.7584 2.3432 -0.01
H -4.7221 2.3762 1.1926 -0.02
O 0.5702 -1.1573 -2.6023 -0.05
H 0.0470 -1.7593 -3.1316 -0.03
H 1.3516 -0.9912 -3.1296 0.05
C -1.2674 1.4782 1.0699 -0.04
C -1.0489 0.2358 0.1837 -0.24
O 0.3778 0.0114 0.0612 -0.13
H -1.1128 1.2119 2.1155 0.07
H -2.3078 1.7747 0.9367 0.04
H -0.6328 2.3336 0.8379 0.07
H -1.4108 0.2827 -0.8434 0.09
H -1.4682 -0.6639 0.6341 0.10
H 0.5682 -0.3230 -0.8183 0.03
C 4.9948 -0.3125 1.3794 -0.05
C 3.5534 -0.2912 1.9183 -0.29
O 2.7454 0.6966 1.3104 -0.10
H 4.9921 -0.6951 0.3588 0.05
H 5.5818 -0.9591 2.0317 0.08
H 5.4174 0.6916 1.4178 0.08
H 3.6541 -0.1285 2.9914 0.10
H 2.8991 -1.1598 1.8438 0.10
H 2.0319 0.2393 0.8594 0.03
C 2.5962 2.1357 -2.2465 -0.08
C 3.2757 3.1531 -1.3050 -0.27
O 4.1395 2.5052 -0.3367 -0.09
H 2.1884 2.5658 -3.1612 0.07
H 1.8652 1.5287 -1.7121 0.05
H 3.2782 1.3463 -2.5625 0.05
H 2.4774 3.7413 -0.8524 0.09
H 3.8438 3.8059 -1.9677 0.10
H 3.6177 1.8635 0.1507 0.02
C -4.7584 0.3973 -0.5076 -0.06
C -4.1190 1.5368 -1.3323 -0.34
O -4.5054 2.7760 -0.8782 -0.07
H -5.8040 0.6145 -0.2891 0.09
H -4.1392 0.3019 0.3844 0.06
H -4.6496 -0.5170 -1.0910 0.07
H -4.4421 1.3787 -2.3612 0.10
H -3.0335 1.4434 -1.3012 0.09
H -5.4595 2.8044 -0.7753 0.10
C 0.9437 0.4977 4.4895 -0.08
C -0.0798 1.4291 5.0591 -0.36
O -0.3213 1.0046 6.3535 -0.08
H 0.6296 -0.5381 4.6182 0.07
H 1.8555 0.5509 5.0843 0.08
H 1.1179 0.7547 3.4447 0.06
H -1.0901 1.3685 4.6546 0.11
H 0.3155 2.4449 5.0587 0.11
H -0.4834 1.8053 6.8576 0.08
C -2.2440 6.2001 -1.2308 -0.08
C -0.8267 5.7178 -0.9579 -0.28
O 0.0001 6.8763 -0.6607 -0.10
H -2.8172 5.3261 -1.5401 0.07
H -2.3283 6.9795 -1.9881 0.07
H -2.6747 6.6399 -0.3313 0.08
H -0.3922 5.2421 -1.8371 0.11
H -0.8430 4.8692 -0.2739 0.09
H 0.0862 7.4203 -1.4469 0.09
C 1.5376 4.8099 2.2059 -0.08
C 1.8189 6.2349 2.4415 -0.42
C 2.7925 6.9589 1.4646 -0.19
O 3.2578 8.1996 1.9982 -0.19
C 4.3858 8.7856 1.3437 -0.10
N 0.5138 6.8623 2.3077 0.04
H 2.5048 4.3086 2.2410 0.08
H 1.0831 4.4604 1.2788 0.06
H 0.9287 4.4157 3.0195 0.08
H 2.1846 6.3966 3.4555 0.14
H 2.4069 7.0490 0.4491 0.11
H 3.6106 6.2962 1.1825 0.11
H 4.6006 9.7442 1.8160 0.08
H 4.2940 8.8914 0.2627 0.08
H 5.2213 8.1249 1.5745 0.08
H 0.7234 7.8472 2.3862 0.07
H 0.1743 6.6827 1.3736 0.03
C -2.2982 -1.2258 -3.6942 -0.04
C -2.2126 -2.5731 -4.5259 -0.40
C -2.5241 -2.3214 -6.0195 -0.25
O -2.3293 -3.5124 -6.6454 -0.19
C -2.6466 -3.4903 -8.0188 -0.09
N -0.8778 -3.0736 -4.3245 0.04
H -1.4426 -0.6062 -3.9627 0.07
H -2.3024 -1.4736 -2.6328 0.06
H -3.2331 -0.7469 -3.9855 0.07
H -2.9516 -3.2846 -4.1575 0.14
H -1.7470 -1.6368 -6.3596 0.13
H -3.5335 -1.9273 -6.1368 0.13
H -3.7333 -3.4381 -8.0865 0.09
H -2.2616 -4.3786 -8.5196 0.09
H -2.1406 -2.6577 -8.5073 0.09
H -0.2895 -2.5821 -4.9821 0.09
H -0.9438 -4.0281 -4.6480 0.09
C 5.9018 -0.7009 -2.7188 -0.06
C 5.4775 -2.0437 -2.1446 -0.45
C 3.9451 -2.2903 -1.9746 -0.19
O 3.7615 -3.4022 -1.1294 -0.19
C 2.4137 -3.5580 -0.7322 -0.09
N 6.1090 -3.0721 -2.9073 0.03
H 5.5346 -0.5044 -3.7261 0.07
H 6.9817 -0.5604 -2.7653 0.08
H 5.4140 0.0107 -2.0526 0.06
H 6.0027 -2.1321 -1.1936 0.13
H 3.3694 -2.5313 -2.8683 0.12
H 3.4291 -1.4652 -1.4835 0.10
H 1.6404 -3.5920 -1.4995 0.08
H 2.2215 -2.6843 -0.1094 0.07
H 2.3184 -4.4140 -0.0641 0.09
H 5.7221 -3.9640 -2.6337 0.07
H 5.7908 -3.0236 -3.8646 0.07
C -3.8238 -3.5856 2.5441 -0.05
C -4.5774 -3.1790 1.2910 -0.47
C -3.9415 -3.6740 -0.0219 -0.16
O -2.6762 -2.9901 -0.1206 -0.21
C -1.6670 -3.5959 -0.9101 -0.09
N -5.9685 -3.4743 1.4340 0.04
H -3.7636 -4.6724 2.4863 0.06
H -4.3577 -3.4016 3.4764 0.08
H -2.8318 -3.1339 2.5422 0.06
H -4.4919 -2.0928 1.3229 0.12
H -4.6904 -3.3227 -0.7317 0.12
H -3.8397 -4.7573 0.0430 0.13
H -0.8420 -2.9195 -1.1334 0.07
H -2.1283 -4.1135 -1.7511 0.08
H -1.2541 -4.3812 -0.2769 0.07
H -6.1277 -4.4712 1.4042 0.07
H -6.2353 -3.2455 2.3809 0.07
C -1.4898 -6.6573 2.2585 -0.06
C -0.1709 -6.5359 3.0000 -0.44
C 0.0971 -4.9954 3.2896 -0.15
O 0.3732 -4.2224 2.0800 -0.18
C 0.2932 -2.8296 2.3100 -0.12
N -0.0362 -7.4082 4.1357 0.02
H -1.8822 -7.6669 2.3803 0.07
H -1.3440 -6.4391 1.2006 0.07
H -2.2177 -6.0010 2.7356 0.05
H 0.6055 -6.8889 2.3212 0.13
H 0.9318 -4.9599 3.9897 0.11
H -0.6868 -4.5314 3.8883 0.12
H 0.3332 -2.2120 1.4127 0.07
H 1.0488 -2.4727 3.0098 0.08
H -0.6267 -2.4835 2.7813 0.07
H 0.7803 -7.2604 4.7115 0.07
H 0.0159 -8.3519 3.7795 0.07
```

The calculation puts the HOMO-LUMO gap at 8.92 eV. As for the total charge: 0. As for the HOMO energy: -8.66 eV. The energy relative to the best compared isomer or geometry (same formula, charge and spin) is 251.81 kJ/mol. As for the LUMO energy: 0.3 eV. For the energy, the calculation gives -2604.300409 Eh.

3.
ORCA calculation (the ωB97M-V functional and the def2-TZVPD basis) on a 2-piece molecular cluster, C3H11NS overall at a distorted geometry.

Structure (XYZ):
```
16
Properties=species:S:1:pos:R:3:lowdin_charge:R:1
C 3.1940 -0.1104 0.7014 -0.47
S 1.7987 0.9605 0.1249 0.52
H 3.6038 0.2849 1.6294 0.01
H 3.8636 -0.1099 -0.1426 0.01
H 2.7334 -1.0792 0.9113 0.01
C -1.4796 -0.5612 -1.4490 -0.10
C -1.5694 -0.4452 0.0801 -0.31
N -1.2407 0.9009 0.6056 -0.07
H -1.9095 -1.5056 -1.7954 0.07
H -0.4206 -0.5900 -1.7006 0.05
H -2.0101 0.2589 -1.9305 0.07
H -1.1181 -1.2812 0.5913 0.10
H -2.6432 -0.4269 0.3481 0.10
H -1.7733 1.5995 0.1055 0.09
H -1.4229 1.0274 1.5911 0.09
H 0.3941 1.0774 0.3295 -0.18
```

The calculation puts the HOMO-LUMO gap at 8.76 eV. As for the SMILES: CCN.CS. As for the total charge: 0. As for the HOMO energy: -7.88 eV. The energy relative to the best compared isomer or geometry (same formula, charge and spin) is 167.01 kJ/mol. As for the LUMO energy: 0.9 eV. For the energy, the calculation gives -573.767902 Eh.

4.
ORCA calculation (the ωB97M-V functional and the def2-TZVPD basis) on one molecule with the formula C4H4N2O at a distorted geometry.

Structure (XYZ):
```
11
Properties=species:S:1:pos:R:3:lowdin_charge:R:1
O 1.8497 -0.6993 1.8015 0.05
C 1.5761 -0.7791 0.6226 -0.22
C 0.3571 -0.2322 0.0294 -0.25
C -0.2139 -0.3489 -1.1978 -0.08
N -1.4690 0.2306 -1.2073 0.07
C -1.5972 0.7651 -0.0259 -0.17
N -0.5112 0.5408 0.8024 0.09
H 2.2290 -1.3084 -0.0935 0.12
H 0.2179 -0.7771 -2.0889 0.11
H -2.4984 1.2607 0.3264 0.12
H 0.0601 1.3478 1.0311 0.16
```

The calculation puts the HOMO-LUMO gap at 9.73 eV. As for the SMILES: O=Cc1cnc[nH]1. As for the total charge: 0. As for the HOMO energy: -9.77 eV. The energy relative to the best compared isomer or geometry (same formula, charge and spin) is 94.29 kJ/mol. As for the LUMO energy: 0.0 eV. For the energy, the calculation gives -339.545754 Eh.

5.
ORCA calculation (the ωB97M-V functional and the def2-TZVPD basis) on C37H29Cl5FN6O3Tc as an isolated structure.

Structure (XYZ):
```
82
Properties=species:S:1:pos:R:3:lowdin_charge:R:1
Tc 1.2343 0.2844 -2.8514 1.40
C 2.6638 -3.1573 -0.4891 0.00
C 3.7363 -3.5707 -1.2565 0.01
C 3.9838 -2.9356 -2.4650 0.04
C 3.1632 -1.9035 -2.8704 -0.17
N 2.1251 -1.4940 -2.1079 -0.03
C 1.8828 -2.1148 -0.9522 -0.07
C 3.3432 -1.1753 -4.1502 -0.16
C 4.2913 -1.4453 -5.1178 0.05
C 4.3182 -0.6631 -6.2639 0.03
C 3.4117 0.3719 -6.4273 0.05
C 2.4791 0.6003 -5.4316 -0.15
N 2.4650 -0.1819 -4.3382 -0.03
C 1.4618 1.6818 -5.4208 -0.17
C 1.2869 2.5550 -6.4776 0.04
C 0.3284 3.5541 -6.3859 0.01
C -0.4263 3.6575 -5.2302 0.01
C -0.2044 2.7484 -4.2121 -0.07
N 0.7056 1.7745 -4.2981 -0.03
H 2.4282 -3.6350 0.4506 0.13
H 4.3717 -4.3810 -0.9251 0.13
H 4.8136 -3.2437 -3.0846 0.13
H 1.0286 -1.7583 -0.3894 0.11
H 5.0025 -2.2482 -4.9899 0.13
H 5.0534 -0.8576 -7.0334 0.14
H 3.4477 0.9862 -7.3144 0.13
H 1.8945 2.4647 -7.3661 0.13
H 0.1821 4.2457 -7.2048 0.14
H -1.1699 4.4323 -5.1100 0.13
H -0.7562 2.8117 -3.2840 0.12
C 2.4976 0.4749 4.5994 -0.05
C 1.6107 1.5656 4.0199 -0.18
N 1.1250 1.2379 2.6734 -0.01
C 1.8618 1.6755 1.6127 0.04
C 1.4974 1.4690 0.3186 -0.07
C 2.4312 2.0357 -0.7206 -0.51
O 3.1610 2.9452 -0.4546 0.15
O 2.4563 1.4437 -1.9215 -0.17
C 0.2828 0.7927 0.0897 -0.22
O -0.1735 0.7294 -1.2511 -0.18
C -0.4565 0.2116 1.1472 -0.13
C -1.5957 -0.5879 0.9859 0.06
C -2.2634 -1.1062 2.0731 -0.19
F -3.3243 -1.8922 1.8094 0.08
C -1.8693 -0.8742 3.3884 -0.13
C -0.7167 -0.0869 3.5446 0.06
C -0.0150 0.4493 2.4762 -0.11
N -2.5637 -1.3581 4.5104 -0.08
C -3.8666 -2.0094 4.3903 -0.12
C -4.4617 -2.2135 5.7858 -0.07
N -4.0085 -1.0879 6.6662 0.07
C -2.5258 -1.1847 6.9365 -0.06
C -1.8487 -1.7823 5.7021 -0.13
H 2.8315 0.7585 5.5973 0.09
H 3.3824 0.3304 3.9793 0.09
H 1.9716 -0.4787 4.6690 0.07
H 2.1561 2.5031 3.9341 0.13
H 0.7480 1.7701 4.6521 0.12
H 2.7526 2.2474 1.8275 0.15
H -1.9755 -0.8498 0.0074 0.13
H -0.3754 0.1376 4.5430 0.10
H -3.8174 -2.9850 3.8994 0.14
H -4.5298 -1.3744 3.8045 0.14
H -4.1293 -3.1329 6.2623 0.14
H -5.5480 -2.2197 5.7473 0.15
H -4.5284 -1.0772 7.5438 0.19
H -4.2059 -0.2043 6.1952 0.19
H -2.3875 -1.8155 7.8128 0.14
H -2.1730 -0.1807 7.1609 0.14
H -1.8305 -2.8765 5.7681 0.14
H -0.8119 -1.4632 5.6838 0.12
Cl -0.8338 -0.9247 -3.4673 0.82
C -1.9422 0.1926 -2.7034 -0.55
C -1.4875 0.9421 -1.6254 -0.35
C -2.3092 1.8983 -1.0538 -0.59
Cl -1.7129 2.9357 0.1721 0.86
C -3.6236 2.0337 -1.5236 -0.68
Cl -4.6593 3.1758 -0.8008 0.78
C -4.0860 1.2526 -2.5871 -0.69
Cl -5.6827 1.4234 -3.1543 0.78
C -3.2280 0.3347 -3.2008 -0.69
Cl -3.7447 -0.6042 -4.5288 0.78
```

The calculation puts the HOMO-LUMO gap (spin up / spin down) at 4.76 / 6.45 eV. As for the total charge: +3. Its spin multiplicity is 4. As for the HOMO energy (spin up / spin down): -12.63 / -15.12 eV. The energy relative to the best compared isomer or geometry (same formula, charge and spin) is 194.98 kJ/mol. As for the LUMO energy (spin up / spin down): -7.9 / -8.7 eV. For the energy, the calculation gives -4462.425262 Eh.